# 1
A cluster of 2 separate species, C4H15N2O in total at a distorted geometry. Source: the Open Molecules 2025 dataset; level of theory: ωB97M-V/def2-TZVPD.

Values from the calculation:
net charge = +1
highest occupied orbital energy = -14.25 eV
energy relative to the best compared isomer or geometry (same formula, charge and spin) = 17.8 kcal/mol
HOMO-LUMO gap = 11.43 eV

Cartesian coordinates (Å):
O  -1.946  2.262  -0.613
N  -0.854  0.180  1.776
N  0.329  0.242  -0.634
C  0.091  0.128  -2.094
C  2.017  -1.480  -0.073
C  0.186  -0.831  1.612
C  0.555  -1.058  0.125
H  -0.076  -1.766  -0.403
H  -1.557  3.131  -0.804
H  2.632  -1.101  0.739
H  0.963  0.420  -2.623
H  2.330  -1.283  -1.068
H  -1.746  -0.228  1.518
H  -0.097  -1.801  2.026
H  1.107  -0.490  2.070
H  -0.468  0.688  -0.165
H  -0.690  0.835  -2.374
H  -1.877  2.207  0.352
H  -0.260  -0.859  -2.371
H  1.126  0.845  -0.433
H  -0.892  0.549  2.712
H  2.055  -2.566  0.027

***

# 2
A cluster of 2 separate species, C4H15N2O in total at a distorted geometry. Source: the Open Molecules 2025 dataset; level of theory: ωB97M-V/def2-TZVPD.

Values from the calculation:
net charge = +1
highest occupied orbital energy = -13.52 eV
energy relative to the best compared isomer or geometry (same formula, charge and spin) = 37.8 kcal/mol
HOMO-LUMO gap = 10.59 eV

Cartesian coordinates (Å):
O  -2.123  -4.360  3.106
N  2.789  2.003  -0.595
N  -0.035  0.905  -1.221
C  2.048  1.036  0.203
C  1.165  0.205  -0.729
C  -2.200  -0.228  -0.778
C  -1.236  0.884  -0.285
H  3.798  2.054  -0.560
H  1.719  -0.190  -1.571
H  1.017  -0.742  -0.185
H  -2.019  -0.496  -1.812
H  -0.331  0.457  -2.085
H  2.557  2.960  -0.340
H  -1.998  -1.146  -0.217
H  2.802  0.361  0.648
H  1.480  1.506  1.006
H  -0.979  0.523  0.704
H  -2.038  -4.279  4.071
H  -1.663  1.882  -0.249
H  0.255  1.861  -1.453
H  -3.233  0.040  -0.559
H  -1.776  -5.236  2.901

***

# 3
A cluster of 2 separate species, C4H15N2O in total at a distorted geometry. Source: the Open Molecules 2025 dataset; level of theory: ωB97M-V/def2-TZVPD.

Values from the calculation:
net charge = +1
highest occupied orbital energy = -12.75 eV
energy relative to the best compared isomer or geometry (same formula, charge and spin) = 77.5 kcal/mol
HOMO-LUMO gap = 9.41 eV

Cartesian coordinates (Å):
O  -0.060  -2.427  1.262
N  -0.612  1.323  -0.948
N  2.179  -0.412  -0.102
C  -2.337  0.050  0.523
C  0.561  1.455  -0.037
C  1.710  0.847  -1.028
C  -1.389  0.087  -0.710
H  2.694  0.034  0.601
H  1.298  -1.085  0.207
H  2.500  1.498  -1.143
H  -1.867  -0.152  -1.778
H  -0.176  -3.381  1.166
H  -2.179  0.940  1.200
H  0.451  1.053  0.952
H  1.367  0.343  -1.963
H  -1.251  2.091  -0.837
H  -2.096  -0.826  1.219
H  0.776  2.511  0.074
H  -3.327  -0.131  0.431
H  2.810  -0.867  -0.788
H  -0.241  -2.063  2.137
H  -0.812  -0.885  -0.440

***

# 4
A cluster of 2 separate species, C4H15N2O in total at a distorted geometry. Source: the Open Molecules 2025 dataset; level of theory: ωB97M-V/def2-TZVPD.

Values from the calculation:
net charge = +1
highest occupied orbital energy = -13.59 eV
energy relative to the best compared isomer or geometry (same formula, charge and spin) = 57.5 kcal/mol
HOMO-LUMO gap = 10.56 eV

Cartesian coordinates (Å):
O  -2.500  1.681  -3.113
N  -0.199  -1.233  2.551
N  0.072  -0.864  -0.357
C  0.787  1.450  0.001
C  0.565  0.128  0.680
C  1.208  -1.546  -0.996
C  -0.457  0.108  1.876
H  -1.064  -1.533  2.965
H  0.670  -1.254  3.046
H  1.939  1.659  -0.002
H  0.858  -2.160  -1.838
H  -2.866  2.313  -2.491
H  0.451  2.286  0.567
H  1.540  -0.395  1.025
H  -0.515  -1.803  0.019
H  1.853  -2.084  -0.227
H  0.547  1.515  -1.045
H  -0.566  0.977  2.513
H  -2.230  2.227  -3.892
H  -0.516  -0.438  -1.172
H  -1.484  -0.187  1.475
H  1.907  -0.847  -1.586

***

# 5
A cluster of 2 separate species, C4H15N2O2 in total at a distorted geometry. Source: the Open Molecules 2025 dataset; level of theory: ωB97M-V/def2-TZVPD.

Values from the calculation:
net charge = +1
highest occupied orbital energy = -13.89 eV
energy relative to the best compared isomer or geometry (same formula, charge and spin) = 15.8 kcal/mol
HOMO-LUMO gap = 11.04 eV

Cartesian coordinates (Å):
O  -2.529  3.271  -1.354
O  -0.368  1.046  -0.583
N  1.652  0.144  0.670
N  0.595  -1.479  2.626
C  0.596  -0.862  0.316
C  -0.278  -1.006  1.536
C  -0.153  -0.353  -0.904
C  0.578  -0.497  -2.236
H  1.301  -1.314  -2.160
H  1.210  0.366  -2.431
H  -0.770  -0.085  1.848
H  1.135  0.999  0.839
H  -1.186  1.376  -0.960
H  0.780  -2.463  2.485
H  2.352  0.279  -0.059
H  -1.053  -1.725  1.312
H  -2.520  4.016  -0.736
H  -1.120  -0.834  -0.895
H  2.065  -0.163  1.559
H  -0.149  -0.743  -3.001
H  -3.469  3.123  -1.524
H  1.093  -1.804  0.095
H  0.240  -1.295  3.555

***

# 6
A cluster of 2 separate species, C4H15N3O in total at a distorted geometry. Source: the Open Molecules 2025 dataset; level of theory: ωB97M-V/def2-TZVPD.

Values from the calculation:
SMILES = C[C@H](CN)NCN.O
net charge = 0
highest occupied orbital energy = -8.17 eV
energy relative to the best compared isomer or geometry (same formula, charge and spin) = 33.7 kcal/mol
HOMO-LUMO gap = 9.13 eV

Cartesian coordinates (Å):
O  2.163  1.187  -1.186
N  1.065  -1.569  -1.645
N  0.912  1.748  1.444
N  -0.906  -0.347  -0.889
C  -0.340  1.347  0.802
C  -0.499  -0.174  0.536
C  -1.526  -0.795  1.492
C  -0.341  -1.461  -1.655
H  -0.756  -1.282  -2.659
H  1.420  -1.793  -0.728
H  -1.847  -1.837  1.359
H  1.223  1.383  -1.196
H  -0.562  1.847  -0.165
H  1.587  1.014  1.265
H  0.470  -0.683  0.628
H  -2.509  -0.337  1.582
H  2.701  1.907  -0.851
H  1.586  -0.803  -2.047
H  -0.858  -2.373  -1.279
H  0.779  1.859  2.440
H  -0.955  -0.803  2.429
H  -1.666  0.263  -1.130
H  -1.142  1.701  1.455